Below is one molecule with the formula C4H9N2P in a non-equilibrium geometry, with properties calculated with wB97M-V/def2-TZVPD.

XYZ file:
```
16
Properties=species:S:1:pos:R:3
C 1.614 0.669 -0.285
C 1.763 -0.777 0.176
C 0.339 1.216 0.370
C 0.320 -1.325 -0.065
N -3.315 -0.177 -0.114
N -2.162 0.522 -0.084
P -0.815 -0.148 0.486
H 2.570 1.160 -0.036
H 1.655 0.778 -1.292
H 2.468 -1.455 -0.533
H 1.917 -1.085 1.252
H 0.723 1.538 1.443
H -0.025 2.010 -0.198
H 0.292 -2.435 -0.102
H -4.134 0.398 -0.150
H -3.209 -0.890 -0.867
```

## Properties
calculated total energy = -16558.401 eV
relative energy (zero: lowest compared OMol25 entry of this formula, charge and spin) = 4.485 eV
gap between HOMO and LUMO (spin up / spin down) = 7.240 / 7.077 eV

Below is one molecule with the formula C6H5FOS in a non-equilibrium geometry, with properties calculated with wB97M-V/def2-TZVPD.

XYZ file:
```
14
Properties=species:S:1:pos:R:3
C -1.448 -0.228 -1.266
C -0.314 0.498 -1.598
C -1.604 -0.742 0.012
C 0.671 0.719 -0.650
C -0.634 -0.517 0.972
C 0.502 0.206 0.626
O 3.331 1.014 0.829
F 1.858 -1.018 2.404
S 1.695 0.548 1.898
H -2.215 -0.398 -2.006
H -0.196 0.893 -2.594
H -2.481 -1.315 0.268
H 1.581 1.256 -0.865
H -0.745 -0.917 1.969
```

## Properties
expectation value of S² = 2.0128
calculated total energy = -21898.119 eV
relative energy (zero: lowest compared OMol25 entry of this formula, charge and spin) = 0.169 eV
gap between HOMO and LUMO (spin up / spin down) = 7.461 / 8.731 eV
spin multiplicity = 3

Below is a 2-piece molecular cluster, C4H11N3 overall in a non-equilibrium geometry, with properties calculated with wB97M-V/def2-TZVPD.

XYZ file:
```
18
Properties=species:S:1:pos:R:3
C -1.329 -3.626 -0.986
C -1.253 -2.303 -0.278
C -0.159 -1.554 -0.272
N -0.028 -0.394 0.489
H -0.419 -3.800 -1.551
H -1.467 -4.441 -0.274
H -2.183 -3.673 -1.667
H -2.053 -2.028 0.399
H 0.707 -1.830 -0.869
H 0.722 0.277 0.463
H -0.249 -0.544 1.463
N 0.565 3.097 1.349
C 0.587 2.569 0.101
N 1.676 2.243 -0.479
H -0.305 3.432 1.719
H 1.402 3.530 1.699
H -0.389 2.332 -0.312
H 1.490 2.072 -1.461
```

## Properties
calculated total energy = -8795.790 eV
relative energy (zero: lowest compared OMol25 entry of this formula, charge and spin) = 1.829 eV
gap between HOMO and LUMO = 8.920 eV

Below is C20H44NNdOP3Se as an isolated structure in a non-equilibrium geometry, with properties calculated with wB97M-V/def2-TZVPD.

XYZ file:
```
71
Properties=species:S:1:pos:R:3
Nd 0.206 0.109 0.241
P -1.782 -0.898 2.546
P 0.911 -2.694 -0.054
P -2.296 -0.994 -1.033
H 0.519 2.517 -0.894
C -0.541 2.221 -0.929
C -1.316 2.341 0.209
H -0.884 2.766 1.119
C -1.255 -0.433 4.246
C -2.163 -2.668 2.930
C -3.497 -0.251 2.650
C 2.013 -2.572 -1.525
C 2.123 -3.122 1.266
C 0.025 -4.273 -0.339
C -3.615 0.215 -1.440
C -3.354 -2.454 -0.644
C -1.720 -1.435 -2.719
H -0.948 2.041 -1.922
H -2.403 2.315 0.197
H -1.096 0.655 4.308
H -0.328 -0.962 4.512
H -2.030 -0.709 4.988
H -1.233 -3.206 3.137
H -2.687 -3.145 2.094
H -2.804 -2.745 3.822
H -3.475 0.843 2.637
H -3.981 -0.565 3.589
H -4.113 -0.613 1.819
H 2.542 -3.531 -1.629
H 2.753 -1.769 -1.400
H 1.428 -2.382 -2.435
H 2.712 -3.993 0.920
H 1.583 -3.386 2.189
H 2.800 -2.277 1.454
H 0.788 -5.053 -0.494
H -0.613 -4.188 -1.233
H -0.580 -4.511 0.552
H -4.259 -0.179 -2.239
H -3.162 1.151 -1.773
H -4.231 0.417 -0.556
H -4.011 -2.668 -1.495
H -3.980 -2.264 0.231
H -2.738 -3.333 -0.449
H -2.600 -1.542 -3.365
H -1.162 -2.375 -2.707
H -1.072 -0.653 -3.122
C 2.068 2.040 -4.636
C 1.457 3.026 -3.861
C 1.203 4.302 -4.363
C 1.619 4.645 -5.658
C 2.296 3.693 -6.433
C 2.531 2.400 -5.935
Se 2.111 0.295 -3.791
H 1.732 0.565 -2.338
H 1.140 2.779 -2.847
H 0.677 5.027 -3.736
H 1.413 5.649 -6.047
H 2.635 3.977 -7.435
H 3.058 1.674 -6.552
C 3.610 0.707 3.724
N 2.495 1.672 3.775
C 2.532 2.770 4.752
C 1.507 1.552 2.930
O 1.503 0.640 2.013
H 4.353 1.021 4.467
H 4.073 0.696 2.733
H 3.259 -0.299 3.977
H 1.603 3.348 4.638
H 2.592 2.383 5.777
H 3.389 3.435 4.575
H 0.668 2.259 3.011
```

## Properties
expectation value of S² = 3.7546
calculated total energy = -133455.348 eV
relative energy (zero: lowest compared OMol25 entry of this formula, charge and spin) = 0.706 eV
gap between HOMO and LUMO (spin up / spin down) = 4.465 / 4.570 eV
charge = +3
spin multiplicity = 4

Below is one molecule with the formula C6H7N in a non-equilibrium geometry, with properties calculated with wB97M-V/def2-TZVPD.

XYZ file:
```
14
Properties=species:S:1:pos:R:3
C -1.483 0.220 1.000
C -0.514 1.421 1.041
C 1.501 0.153 -0.459
C 1.129 -1.006 -1.039
C -0.288 -1.323 -0.915
C -0.627 -0.323 -0.140
H -1.373 -0.380 1.987
H -2.504 0.324 0.750
H 0.273 1.569 1.880
H -0.827 2.470 0.860
H 2.350 0.935 -0.750
H 1.830 -1.905 -1.545
H -0.746 -2.312 -1.177
N 0.384 0.636 0.152
```

## Properties
calculated total energy = -7821.658 eV
relative energy (zero: lowest compared OMol25 entry of this formula, charge and spin) = 3.990 eV
gap between HOMO and LUMO = 9.131 eV

Below is C27H30IN4O3RuS2 as an isolated structure in a non-equilibrium geometry, with properties calculated with wB97M-V/def2-TZVPD.

XYZ file:
```
68
Properties=species:S:1:pos:R:3
Ru 0.776 -0.403 0.512
C 0.847 2.793 0.548
C -0.108 1.870 1.249
N -0.827 1.062 0.517
N -2.017 0.540 0.984
C -2.270 -0.663 0.700
S -1.135 -1.748 -0.062
S -3.907 -1.278 1.022
C -4.647 -0.873 -0.614
C -4.947 0.590 -0.754
C -6.138 1.118 -0.264
C -6.409 2.472 -0.379
C -5.483 3.319 -0.977
C -4.289 2.802 -1.457
C -4.023 1.444 -1.345
C -0.181 1.819 2.694
C -0.400 2.916 3.527
C -0.458 2.745 4.893
C -0.285 1.464 5.422
C -0.035 0.380 4.605
C 0.035 0.537 3.218
O 0.370 -0.511 2.450
H 0.508 2.989 -0.468
H 0.919 3.730 1.103
H 1.847 2.358 0.512
H -3.942 -1.217 -1.370
H -5.549 -1.482 -0.646
H -6.858 0.459 0.208
H -7.347 2.866 -0.009
H -5.698 4.375 -1.075
H -3.566 3.457 -1.929
H -3.092 1.040 -1.728
H -0.567 3.896 3.094
H -0.639 3.590 5.542
H -0.334 1.317 6.494
H 0.122 -0.613 5.008
I 1.489 -5.950 3.664
C 2.246 -4.327 2.594
C 1.461 -3.731 1.623
C 1.985 -2.652 0.925
C 3.251 -2.172 1.185
C 4.041 -2.798 2.137
C 3.538 -3.874 2.852
C 3.736 -0.971 0.432
O 4.867 -0.893 0.013
O 2.823 -0.031 0.315
H 0.471 -4.102 1.396
H 1.407 -2.252 0.063
H 5.047 -2.438 2.308
H 4.148 -4.360 3.602
C 1.533 -1.646 -4.361
C 2.379 -0.575 -3.673
C 3.859 -0.830 -3.933
C 1.989 0.816 -4.182
N 2.212 -0.716 -2.215
N 0.964 -0.285 -1.696
H 1.734 -1.657 -5.433
H 0.463 -1.466 -4.229
H 1.775 -2.627 -3.950
H 4.049 -0.908 -5.003
H 4.168 -1.757 -3.449
H 4.468 -0.017 -3.529
H 2.273 0.923 -5.230
H 2.504 1.594 -3.612
H 0.911 0.988 -4.122
H 2.949 -0.242 -1.705
H 0.237 -0.883 -2.072
H 0.746 0.680 -1.943
```

## Properties
expectation value of S² = 0.7596
calculated total energy = -72940.507 eV
relative energy (zero: lowest compared OMol25 entry of this formula, charge and spin) = 1.604 eV
gap between HOMO and LUMO (spin up / spin down) = 7.056 / 6.809 eV
spin multiplicity = 2

Below is one molecule with the formula C5H7NO, with properties calculated with wB97M-V/def2-TZVPD.

XYZ file:
```
14
Properties=species:S:1:pos:R:3
C 0.287 1.343 -1.331
C -0.394 0.367 -0.423
C -1.729 0.108 -0.328
O -2.021 -0.844 0.607
C -0.840 -1.249 1.169
C 0.136 -0.529 0.558
N 1.359 -0.998 1.186
H -0.441 1.859 -1.965
H 1.007 0.846 -1.992
H 0.834 2.108 -0.767
H -2.574 0.526 -0.861
H 0.500 -1.698 1.793
H 1.868 -0.326 1.759
H 2.008 -1.514 0.594
```

## Properties
calculated total energy = -8831.991 eV
relative energy (zero: lowest compared OMol25 entry of this formula, charge and spin) = 4.212 eV
gap between HOMO and LUMO = 8.488 eV

Below is one molecule with the formula C5H5N3 in a non-equilibrium geometry, with properties calculated with wB97M-V/def2-TZVPD.

XYZ file:
```
13
Properties=species:S:1:pos:R:3
C -2.981 -0.065 0.198
C 0.361 -0.350 -0.374
C 0.939 1.018 -0.126
C 2.263 0.850 0.164
C 1.439 -1.270 -0.126
H -3.234 -1.070 0.676
H -3.597 0.764 0.337
H 0.193 1.877 -0.472
H 3.167 1.604 -0.058
H 1.517 -2.325 -0.099
N -1.737 0.350 -0.160
N -0.887 -0.779 -0.195
N 2.559 -0.605 0.236
```

## Properties
calculated total energy = -9731.628 eV
relative energy (zero: lowest compared OMol25 entry of this formula, charge and spin) = 3.861 eV
gap between HOMO and LUMO = 7.998 eV

- Which of these has the lowest relative energy (zero: lowest compared OMol25 entry of this formula, charge and spin)?
  C6H5FOS

- The highest calculated total energy belongs to which entry?
  C6H7N

- Among the records above, which one has the lowest relative energy (zero: lowest compared OMol25 entry of this formula, charge and spin)?
  C6H5FOS